[1]
# C5H6O3

A cluster of 2 separate species, C5H6O3 in total at a distorted geometry (ωB97M-V/def2-TZVPD, OMol25).

Geometry as ORCA input:
```
! RIJCOSX wB97M-V def2-TZVPD def2/J DEFGRID3
* xyz 0 1
O 0.13340 -2.27987 -0.35031
O 2.37464 -0.79865 -0.29194
O -2.37210 -0.50102 -0.27290
C -0.53158 1.17624 -0.11612
C 0.95344 1.20203 -0.13108
C -1.08087 -0.23860 -0.23230
C -0.07421 -1.05410 0.33932
C 1.38655 -0.30997 0.04742
H -1.17465 -2.69566 0.25647
H -1.04739 1.82130 -1.00186
H 1.37473 1.48711 -1.20279
H -1.12193 1.43573 0.84243
H -0.12095 -0.96371 1.41473
H 1.30092 1.71917 0.69892
*
```

## Properties
Energy relative to the best compared isomer or geometry (same formula, charge and spin): 122.9 kcal/mol
HOMO-LUMO gap: 8.83 eV
Electronic energy: -11419.0837 eV

***

[2]
# C37H37N2NaO3P2S

A structure of composition C37H37N2NaO3P2S at a distorted geometry (ωB97M-V/def2-TZVPD, OMol25).

Geometry as ORCA input:
```
! RIJCOSX wB97M-V def2-TZVPD def2/J DEFGRID3
* xyz 0 1
S -3.60662 -0.73967 -0.35414
P 0.64226 3.05066 0.03437
P 2.69814 0.97468 0.39417
Na -0.88939 -0.36237 0.72600
O -0.42050 2.09655 0.43663
O -1.35205 -2.60579 0.93471
O 1.50673 0.08751 0.28607
N -5.53074 -2.53782 0.15823
N -3.43202 -3.40302 0.22291
C -1.83161 -7.30839 0.03780
C -1.57301 6.11985 1.25796
C 3.92335 -0.63763 3.80694
C 0.71384 1.77886 -2.41630
C 3.75410 0.36412 1.67387
C 5.29431 -0.57897 3.73609
C 1.12403 5.78780 0.65454
C 0.92408 1.74780 -3.77751
C -5.98528 -4.43980 1.70851
C 5.15025 0.46737 1.56323
C 5.90277 -0.05285 2.61567
C -1.55398 -4.91247 0.30822
C 5.02533 0.78601 -3.52190
C -6.51351 -1.43701 0.10366
C 0.40029 -6.38885 0.16999
C 4.21565 -0.26586 -3.09914
C 1.59775 4.07386 -3.75247
C -1.11466 4.89634 0.81634
C -6.61529 -0.72518 1.49266
C 0.67122 7.03882 1.03786
C 4.98226 2.01000 -2.86093
C -2.35391 -6.03697 0.12578
C 4.26698 2.13201 -1.67602
C 0.22249 4.72282 0.48374
C -0.70054 7.20112 1.31343
C -4.17377 -2.28573 0.12181
C 1.38778 4.09360 -2.38640
C 1.39213 2.89503 -4.42939
C 3.12807 -0.18708 2.78422
C -0.16618 -5.12817 0.29608
C 2.21082 2.66671 0.87791
C 0.96989 2.95720 -1.71376
C 3.56363 1.02954 -1.18399
C -6.03366 -3.90948 0.26672
C -2.11827 -3.46196 0.48204
C -0.44183 -7.50134 0.09087
C 3.50526 -0.15239 -1.91264
H 1.88407 4.96068 -4.28497
H 5.88309 -0.91514 4.57435
H 1.48989 5.03873 -1.89432
H -7.06058 -1.47851 2.15779
H 2.94553 3.45460 0.64971
H -5.59893 -0.49498 1.82387
H 1.50920 2.87827 -5.50971
H -5.41741 -4.50230 -0.42578
H 3.46318 -1.07697 4.66967
H 0.43241 -4.22495 0.38272
H 4.25517 3.09803 -1.16564
H 1.96340 2.60211 1.92970
H 4.14477 -1.14832 -3.70828
H 1.48750 -6.46205 0.15518
H -4.93696 -4.46195 2.04429
H 5.60445 0.94616 0.72724
H -6.43678 -5.40049 1.76286
H 2.19713 5.58681 0.50669
H 2.87768 -0.97099 -1.56687
H -6.20537 -0.74689 -0.67847
H 0.43680 0.88175 -1.88630
H -7.00104 -3.90094 -0.21297
H 0.60412 0.88360 -4.34233
H 2.04559 -0.26944 2.76611
H -6.60274 -3.82014 2.33726
H 1.33752 7.83000 1.20627
H -2.48867 -8.15470 -0.09997
H 6.99460 -0.04491 2.62400
H -0.03110 -8.50815 0.03951
H -7.21110 0.16296 1.49343
H -2.62814 6.25824 1.46465
H -1.04863 8.15030 1.68005
H 5.60187 0.68442 -4.42397
H 5.46326 2.87312 -3.27743
H -1.85696 4.08520 0.71801
H -3.41345 -5.82334 0.02679
H -7.44998 -1.88924 -0.19756
*
```

## Properties
HOMO-LUMO gap: 6.98 eV
Electronic energy: -81925.9813 eV

***

[3]
# C39H26BF2NO13S

A cluster of 3 separate species, C39H26BF2NO13S in total at a distorted geometry (ωB97M-V/def2-TZVPD, OMol25).

Geometry as ORCA input:
```
! RIJCOSX wB97M-V def2-TZVPD def2/J DEFGRID3
* xyz 0 1
S 1.53649 0.58291 4.24215
F 1.18464 -0.88201 4.90038
F 2.44957 -0.02322 -1.76203
O -2.48320 4.01038 4.00282
O 0.36211 1.40854 4.47287
O 2.64109 1.10447 5.01497
O 1.26631 -5.09220 -7.95685
O 4.68879 1.51489 -1.61244
O -1.12185 -0.92038 2.97094
O -7.32248 2.37781 5.55531
O 4.14010 1.37826 2.68229
O 3.68602 -1.76247 -4.55773
O 6.46555 0.66784 3.16483
O 4.74422 -1.02502 2.99548
O 3.91627 2.63201 -1.83512
O -0.20569 -1.35526 -1.57384
N -0.99935 -1.13452 0.65852
C -2.71837 0.36551 -0.50875
C -3.58775 3.62423 4.33297
C -5.16961 0.67864 6.09039
C -1.05092 -3.27338 -4.98995
C -2.65326 1.49953 5.22454
C -4.64756 5.67026 3.39748
C 6.03021 -3.71376 -7.41635
C -7.17945 4.77812 4.13323
C 3.91691 -3.24840 -6.36365
C 0.95033 -2.20141 -4.18687
C -2.80448 0.27978 5.86735
C -2.43230 -0.95078 0.32939
C 3.28822 -4.13961 -7.23450
C -0.53664 -0.75324 1.94925
C -3.76164 2.31497 5.00938
C -0.41267 -2.43513 -4.07813
C 2.35602 0.15512 -0.41384
C 1.12692 -0.30242 0.20903
C -6.05785 4.01269 4.43927
C -7.03479 5.98223 3.46040
C -0.11295 -1.00173 -0.43268
C 1.04677 -3.66699 -6.10194
C 5.28792 -3.02950 -6.46537
C 4.77168 1.23652 -0.22553
C 3.40275 0.74789 0.39848
C -4.06125 -0.12747 6.30688
C -4.78984 4.45280 4.05737
C 3.15266 0.85141 1.84560
C 1.82106 -4.35691 -7.16270
C -5.76749 6.43274 3.10072
C -5.02557 1.89691 5.43309
C 1.68373 -2.81136 -5.20064
C 3.13841 -2.54224 -5.31452
C 0.87386 -0.16055 1.63283
C 1.90000 0.42661 2.47584
C 5.40697 -4.62072 -8.26913
C -6.22287 2.73389 5.17564
C 4.03843 -4.82893 -8.18261
C -0.32352 -3.88819 -5.99919
B 5.09858 0.35653 2.95595
H -0.82355 -4.54304 -6.70280
H 3.55657 -5.53176 -8.85162
H -4.17627 -1.07777 6.81544
H -1.94092 -0.35516 6.02853
H -1.67136 1.81021 4.88870
H -2.37785 1.29465 0.01941
H -8.16697 4.43362 4.41593
H -3.83607 0.41862 -0.62325
H 5.08787 2.18666 0.28800
H 5.99027 -5.16392 -9.00344
H 5.50970 0.41702 -0.00403
H 5.77782 -2.32860 -5.80023
H 7.09824 -3.54528 -7.49114
H -6.14632 0.35535 6.42999
H -0.97760 -1.96677 -3.29140
H 6.92175 0.27946 2.39412
H -3.66372 6.02203 3.11104
H -2.71168 -1.80445 -0.35285
H -7.91009 6.57313 3.21685
H 5.19833 -1.40089 2.21525
H 1.44071 -1.54663 -3.47820
H -2.26203 0.32651 -1.53101
H -2.11733 -3.45023 -4.90926
H 3.07928 2.30346 -2.21647
H -5.65502 7.37830 2.58300
H -3.11303 -1.01022 1.20816
*
```

## Properties
HOMO-LUMO gap: 7.89 eV
SMILES string: CCN1C(=O)c2c(F)c(COO)c(OB(O)O)c(S(=O)(=O)F)c2C1=O.O=C1c2ccccc2C(=O)c2ccccc21.O=C1c2ccccc2C(=O)c2ccccc21
Electronic energy: -85918.2002 eV

***

[4]
# C7H17ClN6

A cluster of 2 separate species, C7H17ClN6 in total at a distorted geometry (ωB97M-V/def2-TZVPD, OMol25).

Geometry as ORCA input:
```
! RIJCOSX wB97M-V def2-TZVPD def2/J DEFGRID3
* xyz 2 1
Cl 4.86318 1.28708 1.01733
N 2.87625 -1.05058 0.01772
N 2.03642 1.04937 -0.76424
N -0.87123 -0.81582 0.47373
N 5.14131 -1.62215 -0.38020
N 3.24518 1.16661 -1.27830
N -4.27158 0.59630 -0.40623
C -4.48595 1.89305 0.31247
C -1.08064 -1.80583 1.18830
C 4.42556 0.62842 -0.71278
C 1.87634 -0.04051 -0.08125
C 4.09488 -0.77354 -0.33569
C -3.36978 -0.35132 0.27554
C -1.85741 0.02816 0.02401
H -1.62963 0.38646 -0.93611
H -1.82395 0.89036 0.67450
H -0.36855 -2.16522 1.81219
H 3.39902 2.13371 -1.70176
H 6.10802 -1.24111 -0.44699
H 1.00001 -0.19979 0.35414
H -5.19627 1.86426 1.26849
H -2.04245 -2.41600 1.34518
H -3.60114 2.40452 0.44242
H -5.08469 2.53910 -0.39841
H -3.52203 -0.31705 1.39549
H 5.21139 0.61891 -1.40792
H 4.93305 -2.66351 -0.27270
H -3.48431 -1.31182 -0.15603
H 2.55190 -1.93565 0.42703
H -3.88862 0.92800 -1.35153
H -5.18428 0.29555 -0.39841
*
```

## Properties
Energy relative to the best compared isomer or geometry (same formula, charge and spin): 6.7 kcal/mol
HOMO-LUMO gap: 9.32 eV
Electronic energy: -28979.1229 eV

***

[5]
# C21H47N5O21S4

A cluster of 9 separate species, C21H47N5O21S4 in total at a distorted geometry (ωB97M-V/def2-TZVPD, OMol25).

Geometry as ORCA input:
```
! RIJCOSX wB97M-V def2-TZVPD def2/J DEFGRID3
* xyz -2 1
S 0.69706 4.31424 3.40287
S 5.73530 -0.32816 -0.41405
S -0.31364 0.07941 -0.37900
S -2.64021 -4.56107 2.58447
O 0.20429 -0.90415 0.59105
O -0.56582 3.37342 3.06786
O -3.25276 -3.07815 2.63662
O 1.45096 3.96131 2.00570
O 1.37265 3.77340 4.53796
O -0.27096 -0.46578 -1.75883
O 3.07601 -4.04341 -3.11166
O 1.62078 -0.90398 5.17021
O 6.29385 0.75072 -1.17547
O 4.89577 0.23032 0.83023
O -3.70562 -5.47102 2.29685
O -1.77921 -4.82647 3.69083
O 0.32142 5.69533 3.40100
O 4.45050 -0.95381 -1.22650
O 2.81285 4.60226 -3.08753
O 6.57011 -1.39661 0.03141
O -1.72549 0.39014 -0.09738
O -1.74034 -4.31123 1.26935
O -3.45141 -0.92379 -5.43428
O -5.35053 1.82118 3.37037
O 0.51394 1.32279 -0.32046
N -2.57806 -0.67468 -3.35011
N 1.73720 2.79739 -2.25407
N 1.16004 -1.71535 3.08809
N -4.13192 1.19389 1.57804
N 1.36907 -2.92269 -2.11799
C -1.06430 -0.80021 -5.21912
C -4.40005 1.20150 2.89764
C -4.99591 1.70177 0.55068
C -3.40865 0.50861 3.80643
C 3.55578 0.54094 0.42310
C -2.49006 -0.75874 -4.68683
C 2.36759 -3.04933 -3.01950
C 0.93819 0.62687 3.43847
C 2.54507 -1.88588 -3.97512
C 1.53187 2.14973 -3.53110
C -3.81257 -0.63456 -2.61741
C 3.23096 -0.37482 -0.76860
C -2.52644 -2.17860 1.81775
C -0.75977 3.16866 1.68736
C 1.01133 -3.94237 -1.14935
C 2.31462 4.00558 -2.13443
C 2.41735 4.54878 -0.72675
C -2.07872 -3.03373 0.64099
C 0.49339 3.71804 0.97566
C 1.26993 -0.74005 4.00626
C 1.48756 -3.11030 3.27829
H -3.61132 -0.37599 -1.57950
H 1.12694 -3.53465 -0.14236
H 2.85228 0.43037 1.24286
H -0.38215 -0.36121 -4.49048
H -2.41093 0.42568 3.37042
H -3.75407 -0.46447 4.14944
H -3.26483 1.15663 4.67071
H 0.91173 2.79564 -4.15584
H 1.71541 -4.77133 -1.17322
H 2.46899 1.90232 -4.03567
H 1.78239 -1.11337 -3.88265
H 2.73140 0.27095 -1.49192
H 1.82181 1.22444 3.22103
H 0.42045 0.50478 2.48351
H -5.31920 0.90484 -0.12808
H -5.93686 2.11699 0.90291
H 2.44134 -3.33916 2.78593
H 2.60314 3.73535 -0.02238
H 2.61268 -2.19344 -5.01652
H 0.26969 1.12246 4.13790
H 0.26363 4.65813 0.47041
H -0.82714 -1.86466 -5.26856
H -3.23519 0.84526 1.26116
H 2.50241 -1.13013 -0.48121
H 0.73837 -3.78710 2.87560
H 0.71451 -1.45417 2.20922
H -0.73523 2.08644 1.52783
H 1.69762 -3.24413 4.34003
H 3.57434 1.58553 0.10703
H -1.68442 -1.75090 2.36406
H -4.47809 2.44670 -0.05533
H -0.96965 -0.28570 -6.16881
H -1.68010 3.49627 1.20460
H -2.84711 -3.26244 -0.09786
H 1.33058 2.28916 -1.44571
H -0.00251 -4.27118 -1.36710
H 3.51297 -1.43834 -3.73246
H -4.47174 0.09442 -3.08890
H -3.15109 -1.36018 1.46760
H 3.24458 5.24313 -0.58009
H 1.53550 5.13610 -0.46392
H -4.30633 -1.61326 -2.56554
H -1.69017 -0.72900 -2.83270
H 0.78590 -2.08878 -2.15021
H -1.18121 -2.68915 0.14031
H 1.02150 1.20854 -3.32539
H 0.85623 2.95531 0.28985
*
```

## Properties
HOMO-LUMO gap: 9.12 eV
Electronic energy: -116333.7796 eV

***

[6]
# C35H93N7O14PSn2

A structure of composition C35H93N7O14PSn2 at a distorted geometry (ωB97M-V/def2-TZVPD, OMol25).

Geometry as ORCA input:
```
! RIJCOSX wB97M-V def2-TZVPD def2/J DEFGRID3
* xyz 1 1
Sn 3.18083 3.66097 3.09287
Sn -1.21526 -1.24910 -5.19094
P -0.06218 -0.73392 0.97389
O -7.29450 -6.05715 0.18532
O -2.12464 -1.26123 -13.39959
O -5.98887 3.79588 5.65093
O -1.39310 9.28359 -1.88159
O 0.04755 0.45786 -0.05460
O -1.06378 2.28045 -8.92623
O 4.01857 1.10074 7.15763
O -0.76706 -0.12407 2.24896
O 6.04648 3.91317 -2.53770
O -3.78914 -3.57093 6.28586
O -0.98689 -1.76790 0.30921
O 1.44207 -0.99627 1.33485
O 7.40582 2.51625 4.25489
O 4.34819 -8.70232 1.71777
N -3.09932 0.55103 -10.28164
N 5.15407 1.08385 -3.20466
N 5.88285 -0.04312 5.07094
N -3.28391 4.96622 4.98882
N -4.88493 -6.57507 -1.57414
N -2.82433 6.02118 -0.91877
N 2.91157 -6.20359 -0.64733
C 7.25429 -0.01257 4.56073
C -6.41571 3.30280 6.92445
C 2.67433 1.25545 7.51003
C -4.53243 -8.63501 -0.41358
C 6.35861 5.27993 -2.72994
C 5.74343 -0.37653 6.47015
C -1.67953 8.25231 -0.97915
C -3.26761 -4.43761 7.26762
C 4.66812 -7.76813 -1.09602
C 4.45109 -8.77170 3.14406
C 7.40152 0.50208 -3.26987
C 6.49311 1.56380 -2.72443
C -8.23829 -6.37883 -0.79408
C 3.58969 -7.52010 1.27236
C 7.90183 1.37408 4.90249
C -2.73210 7.34059 -1.55192
C -3.21727 -2.12982 -13.63523
C -4.13989 7.94659 -1.71963
C -0.61841 10.44797 -1.43035
C -5.67178 5.13766 5.55673
C 6.92165 2.95739 -3.14302
C -4.25275 5.49399 5.94972
C -2.80949 1.95945 -10.53796
C -3.38870 -0.15933 -11.50954
C -4.01695 7.05909 5.91770
C -2.32008 -5.48900 6.56719
C -4.32720 -5.16486 8.05121
C 4.27274 -0.27042 6.90409
C -2.39398 2.69429 -9.27041
C -5.56364 -7.61651 -0.84478
C -0.33349 3.14634 -8.04171
C -2.02980 -0.60954 -12.13037
C 3.36902 -7.50851 -0.28206
C 7.95984 3.78482 4.65798
C -6.36687 -7.07107 0.37426
H 6.43699 0.25011 7.03085
H 5.27225 -8.52847 -0.60105
H -5.79922 5.33937 4.49316
H -1.54106 -1.35509 -11.50316
H -6.70989 -7.99969 0.83046
H 7.10213 -0.47297 -2.88552
H 2.02413 -5.96080 -0.23066
H 6.02605 -1.40583 6.69101
H -4.00467 -1.04385 -11.34740
H -3.26882 3.95634 4.98517
H -2.42937 6.99622 -2.54078
H -1.24675 0.13561 -12.27067
H -5.59374 -5.92355 -1.87946
H -0.52002 4.21434 -8.15432
H -3.09016 2.55474 -8.44339
H -4.03416 8.75553 -2.44250
H -2.01604 5.42675 -1.03469
H -5.60510 3.50024 7.62590
H 4.23953 -6.69533 1.56486
H 4.04294 -0.97050 7.70732
H 6.77958 5.55360 -3.69740
H -3.63375 5.10290 4.05126
H -4.96160 -9.41029 0.22113
H -3.92190 -5.78480 8.85089
H -0.54890 2.91755 -6.99799
H 7.30634 -0.15832 3.48177
H -1.93623 2.01866 -11.18758
H -3.47090 5.56011 -1.54284
H 3.38744 -5.52504 -0.07009
H -4.92429 7.29240 -2.10021
H -1.53358 -5.85518 7.22706
H 7.91105 3.87058 5.74351
H -5.57255 -6.71929 1.03260
H 2.27448 0.49192 8.17728
H -3.88941 0.54310 -9.65253
H -2.66115 -3.75138 7.85872
H 7.40471 4.65802 4.31526
H 2.09153 1.39412 6.59942
H -8.73527 -5.46704 -1.12540
H -0.70738 7.76177 -0.93043
H -4.38131 7.47571 4.97867
H 5.53642 5.92910 -2.42881
H -3.00215 7.43902 6.03576
H 3.69269 -0.63762 6.05744
H 7.84471 -0.84668 4.93993
H 7.88035 1.59831 5.96896
H -3.69663 -8.24730 0.16885
H -4.33835 -5.95962 -0.98884
H -4.80515 -4.37395 8.62923
H -4.05050 -9.15045 -1.24434
H 3.48782 -8.77219 3.65419
H -2.87941 -2.66123 -14.52492
H -4.54885 7.57487 6.71718
H -1.95864 8.47716 0.05024
H 5.05938 -9.60075 3.50568
H 2.72801 -8.30337 -0.66341
H -4.95409 -5.78131 7.40691
H 7.94703 3.10010 -2.80193
H 0.39786 10.15512 -1.16667
H 0.71989 2.96733 -8.25718
H 5.13839 -7.96827 3.40904
H -3.41033 -2.84101 -12.83207
H -8.95270 -7.06739 -0.34284
H 2.69314 2.16915 8.10411
H 4.44225 -8.27512 -2.03414
H 6.82068 3.09955 -4.21898
H 8.38306 0.72107 -2.84950
H -0.46717 11.21697 -2.18789
H -6.52365 2.21840 6.94766
H 8.95928 1.39071 4.63864
H -3.86171 0.57167 -12.16528
H 7.50075 0.44931 -4.35408
H 2.69337 -7.42937 1.88597
H -4.40740 8.38563 -0.75849
H -7.32350 3.79738 7.26996
H -6.47437 5.66726 6.07003
H -4.15426 -1.60676 -13.82645
H -7.89093 -6.87109 -1.70243
H 7.16408 5.46728 -2.01986
H 5.18570 0.12901 -2.87695
H 5.18065 -6.83092 -1.31296
H -1.75476 -5.04072 5.75015
H -1.01707 10.92360 -0.53426
H -3.61708 2.43594 -11.09370
H -3.02520 -3.04772 6.03240
H -2.83289 -6.35012 6.13871
H 5.19318 -0.39085 4.42012
H 6.45795 1.41839 -1.64475
H -6.23637 -8.11398 -1.54340
H 4.45980 1.46026 -2.57507
H 9.00030 3.84238 4.33823
H -3.98372 5.14675 6.94729
H -2.36510 3.74816 -9.54721
*
```

## Properties
Energy relative to the best compared isomer or geometry (same formula, charge and spin): 318.1 kcal/mol
HOMO-LUMO gap: 1.36 eV
Electronic energy: -97821.6868 eV

***

| no. | LUMO energy (Eh) | highest occupied orbital energy (eV) |
| --- | --- | --- |
| 1 | -0.025 | -9.52 |
| 2 | 0.004 | -6.86 |
| 3 | -0.060 | -9.53 |
| 4 | -0.214 | -15.14 |
| 5 | 0.145 | -5.17 |
| 6 | -0.291 | -9.28 |